[1]
{"formula": "C21H54AsBaF6NO15P3", "method": "wB97M-V/def2-TZVPD", "total_charge": -1, "homo_ev": -3.631, "e_tot_ev": -160562.3727, "gap_ha": 0.129, "elements": ["Ba", "O", "H", "O", "H", "As", "F", "F", "F", "F", "F", "F", "C", "O", "N", "C", "C", "H", "H", "H", "H", "H", "H", "H", "C", "C", "O", "P", "O", "O", "C", "C", "O", "C", "C", "H", "H", "H", "H", "H", "H", "H", "H", "H", "H", "H", "H", "H", "H", "H", "C", "C", "O", "P", "O", "O", "C", "C", "O", "C", "C", "H", "H", "H", "H", "H", "H", "H", "H", "H", "H", "H", "H", "H", "H", "H", "C", "C", "O", "P", "O", "O", "C", "C", "O", "C", "C", "H", "H", "H", "H", "H", "H", "H", "H", "H", "H", "H", "H", "H", "H", "H"], "coordinates": [[0.6686, -1.7314, 2.9806], [3.7758, -2.7994, 5.8442], [4.3911, -2.5970, 6.5756], [-0.0482, -5.7580, 4.0839], [-0.9622, -5.9001, 4.3985], [-3.8397, -2.6080, 7.4519], [-3.3793, -1.7383, 8.9811], [-4.9975, -3.6928, 8.1964], [-4.2984, -3.5193, 5.9236], [-2.6578, -1.6917, 6.4916], [-2.5598, -3.7829, 7.7503], [-5.1111, -1.4280, 7.1148], [2.8839, 4.8013, 3.2867], [2.5684, 3.6313, 3.2416], [3.3437, 5.4442, 2.2104], [3.9678, 6.8419, 2.3372], [3.4703, 4.9421, 0.8477], [2.8772, 5.4918, 4.1443], [3.6311, 7.2786, 3.2774], [3.6059, 7.4335, 1.4963], [5.0314, 6.8227, 2.0996], [2.9890, 4.0161, 0.5332], [3.1704, 5.7019, 0.1259], [4.5374, 4.8085, 0.6697], [-8.1694, 2.8932, -0.4837], [-6.6160, 2.4491, -0.3401], [-6.2076, 2.9156, 0.9410], [-4.6639, 3.4150, 1.2717], [-3.6748, 2.3324, 1.6401], [-4.8518, 4.6289, 2.4057], [-5.4630, 4.3584, 3.6904], [-6.1925, 5.6969, 4.2035], [-4.2992, 4.2958, -0.0383], [-2.9743, 4.4977, -0.3735], [-3.1028, 5.1420, -1.8379], [-8.7270, 2.5446, 0.3856], [-8.2120, 3.9820, -0.4565], [-8.5119, 2.4721, -1.4289], [-6.4777, 1.3783, -0.4894], [-6.1296, 2.8462, -1.2311], [-6.0046, 3.4273, 3.8575], [-4.6091, 4.3531, 4.3678], [-6.3758, 5.7140, 5.2778], [-5.7654, 6.6883, 4.0526], [-7.2256, 5.7093, 3.8559], [-2.6468, 5.2942, 0.2946], [-2.3780, 3.5946, -0.2442], [-4.1458, 5.2935, -2.1158], [-2.5774, 6.0956, -1.7864], [-2.6740, 4.3946, -2.5055], [-2.2749, -2.5832, -5.7927], [-2.5526, -2.1767, -4.3383], [-3.3709, -3.1838, -3.7076], [-2.5189, -4.3000, -2.7948], [-1.6155, -3.6506, -1.7574], [-3.5906, -5.3804, -2.3470], [-4.3103, -5.2892, -1.1669], [-4.0150, -6.3778, -0.2193], [-1.7251, -5.1166, -3.9344], [-0.6835, -6.0118, -3.6425], [-1.0418, -7.5097, -3.8306], [-2.4044, -1.7071, -6.4280], [-1.2179, -2.8416, -5.8564], [-2.9526, -3.3433, -6.1814], [-1.6225, -1.8027, -3.9103], [-3.1740, -1.2814, -4.3603], [-4.0987, -4.3256, -0.7035], [-5.3904, -5.2901, -1.3134], [-4.2066, -7.3589, -0.6540], [-2.9545, -6.4539, 0.0208], [-4.5593, -6.3184, 0.7232], [0.1081, -5.7912, -4.3586], [-0.4279, -5.8528, -2.5948], [-2.0861, -7.8153, -3.8951], [-0.6961, -8.0007, -4.7403], [-0.5997, -8.0859, -3.0177], [8.3523, 2.4332, -2.1970], [8.0745, 0.9836, -2.1564], [6.7835, 0.7735, -1.6901], [6.1822, -0.7241, -1.3524], [4.8561, -0.6716, -0.6155], [6.1947, -1.5134, -2.7747], [4.9890, -1.4657, -3.5178], [4.9946, -0.1437, -4.3053], [7.3681, -1.5215, -0.5716], [7.6891, -1.0910, 0.7374], [7.8718, -2.4229, 1.4344], [9.3571, 2.5370, -2.6066], [7.6735, 3.0199, -2.8159], [8.3120, 2.9469, -1.2365], [8.2008, 0.4310, -3.0875], [8.8986, 0.6002, -1.5547], [5.0868, -2.3429, -4.1574], [4.0265, -1.5043, -3.0076], [4.6319, 0.5773, -3.5726], [6.0084, 0.1528, -4.5745], [4.4915, -0.2278, -5.2686], [8.7075, -0.7062, 0.6833], [7.0210, -0.3681, 1.2055], [8.5015, -3.0809, 0.8355], [8.3749, -2.2230, 2.3804], [6.9517, -2.9796, 1.6120]], "forces_ev_per_angstrom": [[0.3, -1.7, 1.6], [0.0, 0.3, -0.3], [-0.5, 0.1, -0.6], [-0.4, 0.8, -0.5], [0.6, 0.3, -0.2], [0.4, -1.3, -0.8], [-0.8, -0.9, -1.7], [0.4, 0.9, 0.5], [0.6, 1.2, 1.1], [-0.7, 0.0, 0.5], [-0.8, 0.7, 0.0], [0.9, -0.5, 0.3], [0.3, -0.5, -0.8], [-0.5, -0.1, 0.7], [1.0, 2.9, -1.2], [-1.4, -1.7, -1.0], [0.8, -0.1, -0.2], [-0.2, -0.5, 0.4], [0.6, 0.0, -0.1], [-0.6, 0.2, 0.2], [0.2, -0.3, 0.9], [-0.3, 0.0, 0.9], [-0.3, 0.2, 0.2], [0.2, -0.2, -0.2], [2.4, -0.8, 0.5], [-2.7, 0.4, -0.9], [2.4, 0.9, 0.3], [-0.1, -0.3, 1.0], [-1.9, 2.1, -0.8], [-0.8, -2.4, -2.0], [1.3, 3.1, 2.0], [-1.3, -1.4, -0.2], [-2.5, -2.0, 2.1], [0.2, 2.2, -1.6], [1.1, -1.3, 1.5], [-0.1, -0.3, -0.2], [0.0, 0.0, -0.3], [-0.4, 0.2, 0.1], [-0.2, -0.2, 0.8], [0.6, 0.8, 0.5], [-0.3, 0.2, -0.7], [0.1, -0.7, 0.1], [0.5, -0.7, 0.3], [0.6, -0.5, -0.8], [0.0, 0.2, -0.6], [0.7, -0.2, 0.1], [0.1, 0.1, -0.4], [0.1, 0.0, 0.3], [0.1, -0.2, -0.6], [0.2, 0.6, -0.5], [0.5, 0.7, 0.1], [-1.1, 0.7, -1.7], [2.0, -1.7, 1.9], [1.4, 1.7, -0.1], [-2.1, -1.5, -1.9], [1.0, 0.3, -1.7], [-1.4, 1.5, 2.0], [1.1, -1.6, 0.5], [-1.7, 1.3, -0.1], [0.0, -1.5, 0.1], [-0.1, -0.6, -0.1], [0.0, 0.1, -0.1], [-0.2, -0.6, -0.4], [0.2, -0.1, 0.3], [0.0, -0.9, 0.9], [-0.3, -0.1, 0.2], [0.1, 0.1, 0.2], [0.0, 0.1, -0.8], [-0.4, 0.0, -0.2], [0.1, 0.4, 0.2], [-0.1, 0.3, -0.2], [0.3, 0.3, 0.5], [0.7, 0.0, -0.2], [-0.4, 0.8, 0.6], [0.6, 0.6, -0.3], [0.0, 0.0, 0.1], [0.1, 1.5, -0.9], [1.2, -0.6, -0.3], [-2.0, -1.8, 1.5], [-0.6, -0.2, 1.1], [2.7, 0.2, -1.8], [0.1, 0.6, 2.8], [0.0, 0.3, -2.3], [0.5, -0.6, 0.3], [-2.2, 1.6, -2.7], [1.5, -1.5, 0.6], [-0.1, 0.1, 1.2], [0.1, 0.3, 0.0], [-0.1, -0.2, -0.3], [0.1, -0.5, 0.3], [0.0, 0.5, -0.5], [-0.4, -0.7, 0.8], [-0.3, 0.1, -0.1], [0.5, -0.3, 0.8], [-0.4, 0.5, -0.7], [0.2, -0.2, 0.2], [-0.7, 0.3, 0.4], [-0.1, 0.7, 0.0], [-0.3, -0.2, -0.2], [0.1, 0.3, -0.1], [-0.1, -0.3, 0.2], [-0.1, 0.3, 0.1]]}

=====

[2]
{"formula": "C21H54AsF6O18", "method": "wB97M-V/def2-TZVPD", "total_charge": -1, "homo_ev": -8.793, "e_tot_ev": -136651.4558, "gap_ha": 0.377, "elements": ["As", "F", "F", "F", "F", "F", "F", "C", "O", "H", "H", "H", "H", "C", "O", "H", "H", "H", "H", "C", "O", "H", "H", "H", "H", "C", "O", "H", "H", "H", "H", "C", "O", "H", "H", "H", "H", "C", "O", "H", "H", "H", "H", "C", "O", "H", "H", "H", "H", "C", "O", "H", "H", "H", "H", "C", "O", "H", "H", "H", "H", "C", "C", "C", "O", "C", "O", "O", "H", "H", "H", "H", "H", "H", "C", "C", "C", "O", "C", "O", "O", "H", "H", "H", "H", "H", "H", "C", "C", "C", "O", "C", "O", "O", "H", "H", "H", "H", "H", "H"], "coordinates": [[0.6079, 0.3287, -1.2625], [0.7165, 1.5224, -2.6082], [1.9148, -0.6516, -2.0285], [0.4355, -0.9343, 0.0072], [-0.6522, 1.3532, -0.4883], [-0.6930, -0.4671, -2.2042], [1.9108, 1.1646, -0.3137], [4.0189, 6.3738, -3.5944], [5.0026, 7.0284, -2.8538], [3.8716, 6.7480, -4.6075], [4.2954, 5.3423, -3.8124], [3.0152, 6.4095, -3.1706], [5.1008, 6.5049, -2.0551], [-5.0191, 6.5397, 0.6047], [-5.5931, 7.8188, 0.4063], [-3.9472, 6.3595, 0.5240], [-5.1301, 6.3437, 1.6712], [-5.5121, 5.7964, -0.0218], [-5.5202, 8.2971, 1.2354], [6.9062, 4.5369, 2.4324], [6.0759, 4.6756, 1.3080], [6.2626, 4.4987, 3.3113], [7.3807, 3.5613, 2.3273], [7.6264, 5.3546, 2.4611], [5.2992, 4.1163, 1.3811], [-3.2229, 5.0179, -4.7159], [-4.1999, 5.7782, -5.4678], [-3.6112, 4.6726, -3.7577], [-2.8695, 4.2122, -5.3595], [-2.3403, 5.6345, -4.5458], [-5.0827, 5.5015, -5.2117], [2.9614, -6.5547, 1.6543], [2.1451, -7.6691, 1.8466], [3.6785, -6.6819, 0.8433], [2.3188, -5.6824, 1.5347], [3.4360, -6.2738, 2.5945], [1.9923, -7.7213, 2.7929], [4.9383, -5.5533, -3.9379], [4.4081, -4.3686, -4.5356], [5.4709, -5.3090, -3.0188], [4.0496, -6.1298, -3.6812], [5.6758, -6.0088, -4.5988], [4.1725, -3.7921, -3.8050], [6.8392, -1.2985, 0.9101], [7.3317, -1.4234, 2.2040], [7.4185, -1.7962, 0.1325], [5.8325, -1.7160, 0.9310], [6.7353, -0.2767, 0.5452], [7.4396, -2.3603, 2.3832], [0.8867, 4.9556, 4.1148], [-0.2553, 5.0806, 4.9439], [1.8410, 5.3754, 4.4329], [1.0696, 3.8831, 4.0485], [0.6359, 5.2542, 3.0969], [-0.9492, 4.4974, 4.6278], [-4.6965, 1.0735, 3.9700], [-3.5864, 1.8574, 3.6678], [-5.0679, 1.1336, 4.9930], [-5.4969, 1.3976, 3.3049], [-4.4526, 0.0349, 3.7465], [-3.3212, 1.5594, 2.7946], [3.1461, -0.3397, 6.0397], [2.0973, -0.0381, 7.1518], [0.7098, -0.4812, 6.6868], [0.3719, -1.5445, 7.6154], [1.3550, -1.7686, 8.5049], [1.3733, -2.6278, 9.3904], [2.3685, -0.9551, 8.2026], [3.2137, -1.4026, 5.8080], [4.1812, -0.0872, 6.2698], [2.9573, 0.2768, 5.1608], [2.0217, 1.0081, 7.4482], [0.6772, -0.8993, 5.6807], [-0.0631, 0.2864, 6.7283], [-2.8874, -1.8238, -7.8496], [-4.0327, -2.0682, -6.8989], [-4.8889, -0.7964, -6.7073], [-6.2320, -1.2311, -6.9591], [-6.2311, -2.4897, -7.4546], [-7.2519, -3.1257, -7.6843], [-4.9777, -2.9021, -7.5322], [-2.1557, -1.1622, -7.3859], [-3.3707, -1.4314, -8.7443], [-2.4334, -2.7788, -8.1138], [-3.7615, -2.5142, -5.9420], [-4.6343, -0.0037, -7.4108], [-4.8084, -0.5377, -5.6515], [-3.3593, -4.8945, 1.7965], [-3.5605, -4.3993, 0.2998], [-2.8276, -5.1248, -0.8042], [-3.8324, -5.3748, -1.8164], [-5.0211, -4.9870, -1.3481], [-6.0351, -5.0809, -2.0123], [-4.9021, -4.6306, -0.0422], [-2.4156, -4.8173, 2.3365], [-3.5416, -5.9620, 1.9209], [-3.9587, -4.3312, 2.5117], [-3.4111, -3.3202, 0.2631], [-2.3862, -6.0587, -0.4563], [-1.9915, -4.5054, -1.1289]], "forces_ev_per_angstrom": [[0.2, 0.3, -0.4], [0.2, -1.0, 1.4], [-1.4, 0.8, 0.6], [0.1, 1.2, -1.0], [1.2, -0.9, -0.4], [1.1, 0.3, 0.8], [-1.5, -0.8, -0.9], [-0.8, -0.9, -1.2], [0.1, 0.4, 0.1], [0.5, 0.8, 0.1], [-0.1, -0.3, 0.4], [0.0, -0.1, 0.5], [0.2, 0.1, 0.2], [-0.2, -0.6, 1.4], [0.5, 0.2, -0.6], [0.4, 1.0, -0.9], [-0.5, -0.8, 0.1], [-0.2, 0.2, 0.2], [0.0, 0.1, -0.1], [-0.7, -1.0, -0.1], [-0.3, 0.8, -1.0], [0.4, 0.3, 0.5], [0.6, 0.1, 0.4], [-0.1, -0.1, 0.0], [0.1, -0.1, 0.1], [-0.2, 0.4, -0.8], [0.4, 0.0, 0.5], [0.1, -0.1, -0.1], [-0.2, -0.4, 0.3], [-0.2, 0.3, 0.1], [0.1, -0.1, 0.0], [-0.3, 1.4, 0.8], [-0.2, -1.1, 0.1], [-0.2, 0.0, 0.1], [0.0, 0.3, -0.9], [0.8, -0.3, 0.0], [-0.2, -0.3, -0.1], [-0.5, 0.8, 0.3], [0.6, 0.1, -0.1], [0.1, 0.0, 0.2], [0.5, -0.9, -0.1], [-0.5, -0.2, -0.2], [-0.2, 0.2, -0.2], [-1.3, -0.3, -1.1], [1.0, 0.4, 0.8], [0.3, -0.3, 0.1], [-0.2, 0.0, -0.6], [0.2, 0.2, 0.7], [0.0, 0.0, 0.1], [-0.6, -1.9, -1.0], [0.3, 1.1, 0.9], [-0.7, 0.6, 0.6], [0.5, -0.2, -0.2], [0.3, 0.4, -0.1], [0.2, -0.1, -0.2], [-0.9, -0.7, -0.7], [0.9, 0.6, 0.4], [0.5, 0.4, 0.1], [-0.5, -0.3, 0.1], [-0.3, -0.3, 0.2], [0.3, 0.3, -0.1], [0.3, 0.9, 0.4], [0.4, -1.2, -1.9], [-0.6, -0.7, 0.2], [-0.8, -0.1, 0.1], [0.0, -1.8, 1.1], [-0.3, 2.5, -2.5], [1.1, 0.7, 1.4], [-0.6, 0.0, -0.1], [-0.1, 0.2, 0.7], [-0.4, -0.3, -0.2], [0.6, -0.2, 0.5], [0.2, -0.1, 0.0], [0.1, 0.0, 0.3], [-0.4, -0.7, 0.2], [-0.5, 1.2, -0.3], [0.1, -0.7, 0.8], [-0.2, 0.3, 0.0], [-2.4, -0.5, 0.7], [2.6, 1.3, 0.0], [0.2, -2.3, -1.0], [0.0, 0.1, -0.3], [0.5, 0.3, -0.1], [0.2, 0.1, 0.1], [0.1, 0.0, -0.1], [0.0, 0.1, 0.3], [-0.2, 0.7, -0.2], [0.1, -0.1, -0.2], [0.5, -0.1, 2.2], [0.9, -0.2, 0.3], [1.4, 0.5, 0.3], [-1.6, -1.0, -0.8], [1.6, 0.6, 1.7], [-1.9, 0.1, -0.6], [0.8, 0.5, -1.1], [-0.6, 0.0, -0.4], [-0.7, 0.0, -0.5], [0.3, 0.0, 0.0], [-0.3, -0.3, -0.2], [-0.3, 0.0, -0.7]]}